a:
Density functional theory data (the ωB97M-V functional and the def2-TZVPD basis) for a cluster of 3 separate species, C4H10N2O2 in total.

Structure (XYZ):
```
18
C4H10N2O2, DFT the ωB97M-V functional and the def2-TZVPD basis
C 3.11222 -0.61606 0.36426
C -1.36161 0.09979 1.01588
O 2.69615 0.57092 0.39958
N -1.05143 0.13681 -1.64657
O 2.57125 -1.64328 -0.07556
H 0.14762 -1.48335 -1.17167
N -2.34663 -0.50336 0.60293
H -1.26777 -0.41542 -2.47715
H -1.37326 0.63223 1.98031
H -1.91201 -0.04584 -1.09171
H 4.12568 -0.71987 0.81450
H -2.99502 2.33656 0.69545
C 0.05556 -0.21778 0.60112
H 0.79457 0.53612 0.88016
H -2.67217 2.67199 0.10621
H 0.28975 -1.07686 1.26365
H 1.02958 0.14175 -1.32269
C 0.15752 -0.40432 -0.93870
```

Properties
* HOMO-LUMO gap: 3.7734 eV
* 2S+1: 1

b:
Density functional theory data (the ωB97M-V functional and the def2-TZVPD basis) for a cluster of 2 separate species, C4H10N2O2 in total.

Structure (XYZ):
```
18
C4H10N2O2, DFT the ωB97M-V functional and the def2-TZVPD basis
H -0.55949 -2.99866 -0.04931
H -1.20779 -1.52928 0.60891
C 0.89561 1.38930 1.19561
H 1.92871 0.25115 -0.30637
H 0.95772 2.41703 3.07546
H 1.93216 2.99723 1.88573
C -1.78088 -1.73799 -1.40187
N 1.28964 2.26387 2.13865
O -2.61373 -2.17330 -2.14465
H 1.05269 1.67852 -0.90360
H 2.51959 1.92790 -0.30339
H -0.32059 -0.31603 -0.97716
C -1.46664 -2.37099 -0.05427
H -0.93309 -0.14311 -2.56847
H -2.30075 -2.95529 0.32531
N -0.95701 -0.63144 -1.68831
C 1.64281 1.27474 -0.09403
O -0.07895 0.65634 1.26176
```

Properties
* HOMO-LUMO gap: 9.9385 eV
* 2S+1: 1

c:
Density functional theory data (the ωB97M-V functional and the def2-TZVPD basis) for an isolated molecule of C4H10N2O2.

Structure (XYZ):
```
18
C4H10N2O2, DFT the ωB97M-V functional and the def2-TZVPD basis
C 1.52137 -1.29955 0.24534
N 2.85826 -1.87217 0.20315
H 1.26676 -0.98819 1.30536
H 3.02618 -2.23830 1.13475
O -1.95040 -0.68896 -0.00321
H -0.87468 2.46449 -0.57151
O -2.33636 1.27673 0.97523
N 0.65205 1.13738 -0.32570
C -1.68985 0.48231 0.10435
C 1.40106 -0.07412 -0.67453
H 0.67288 1.26382 0.68249
H 2.46133 0.25896 -0.65134
H -2.95938 0.78693 1.54095
H 0.66962 -1.97380 0.29072
H 1.36182 -0.32667 -1.74784
C -0.73569 1.33879 -0.70843
H -1.13351 1.16974 -1.69770
H 2.85862 -2.70387 -0.38951
```

Properties
* HOMO-LUMO gap: 9.5569 eV
* 2S+1: 1

d:
Density functional theory data (the ωB97M-V functional and the def2-TZVPD basis) for an isolated molecule of C4H10N2O2.

Structure (XYZ):
```
18
C4H10N2O2, DFT the ωB97M-V functional and the def2-TZVPD basis
O 0.79057 -0.77508 -1.18812
C -1.64534 -1.65113 -0.53885
H -1.68118 -1.33620 -1.58108
H -1.03926 -2.55067 -0.46564
H -2.57681 -0.12550 1.34320
H 0.28777 2.11746 -0.91700
H -2.65930 -1.86744 -0.20719
H 1.98715 0.83597 1.28327
C 1.06729 0.99446 0.72696
C -1.04796 -0.56012 0.28983
H 1.97421 1.55924 -1.12547
O 1.03733 -1.15215 1.02215
H 0.35024 1.36946 1.45204
H 1.61979 2.89997 -0.02614
N -1.59190 0.09723 1.21904
H 1.50065 -1.41471 -1.00771
N 0.38283 -0.39206 0.14121
C 1.24393 1.95125 -0.42051
```

Properties
* HOMO-LUMO gap: 9.3795 eV
* 2S+1: 1

It comes down to b, which is 171.4 kJ/mol more stable than the next structure.

a:
Density functional theory data (the ωB97M-V functional and the def2-TZVPD basis) for an isolated molecule of C4H10N2O2.

Structure (XYZ):
```
18
C4H10N2O2, DFT the ωB97M-V functional and the def2-TZVPD basis
O 0.48304 -0.07275 -1.90992
C 0.62819 1.08615 -0.75285
H 0.27377 1.93193 -1.34316
C -0.31825 0.68191 0.28034
H 0.90116 -1.64804 0.71191
O 1.93736 1.20794 -0.31892
C -1.71033 0.25258 -0.04559
H 1.12599 -0.79819 -1.96023
H 0.94631 1.16251 1.81592
H 2.47101 1.59070 -1.02370
H -0.68782 0.85598 2.28980
N -0.03421 1.13437 1.57118
C -0.06746 -2.00923 0.34532
H -0.50347 -2.67523 1.10278
H -2.03650 0.40390 -1.07146
H 0.02891 -2.58921 -0.57877
H -2.46409 0.42533 0.72453
N -0.97363 -0.94064 0.16283
```

Properties
* HOMO-LUMO gap: 7.8817 eV
* 2S+1: 1

b:
Density functional theory data (the ωB97M-V functional and the def2-TZVPD basis) for an isolated molecule of C4H10N2O2.

Structure (XYZ):
```
18
C4H10N2O2, DFT the ωB97M-V functional and the def2-TZVPD basis
O 3.09606 0.21090 -0.58813
H -2.09502 -2.42722 0.53915
H -0.36588 1.42859 -1.67475
C -1.48567 -0.45647 0.29248
H 0.43766 1.96913 0.73316
N -0.11468 -0.04923 0.65111
H 2.22655 -1.22826 0.61594
H 0.46886 -0.68550 -1.33840
H 1.51686 1.60068 -1.66383
H -2.17045 0.36150 0.58501
C 0.57193 1.47721 -1.12632
H 0.27425 -0.54993 1.43838
C 2.17952 -0.38164 -0.08151
N -1.90186 -1.60605 1.08888
H -1.61025 -0.65882 -0.77131
C 0.77925 0.01467 -0.55779
O 0.53582 2.44533 -0.11250
H -2.34293 -1.46489 1.97044
```

Properties
* HOMO-LUMO gap: 10.0492 eV
* 2S+1: 1

c:
Density functional theory data (the ωB97M-V functional and the def2-TZVPD basis) for a cluster of 2 separate species, C4H10N2O2 in total.

Structure (XYZ):
```
18
C4H10N2O2, DFT the ωB97M-V functional and the def2-TZVPD basis
H 1.64847 -2.22589 -0.25227
H -0.66796 2.96301 -0.75310
H -1.66658 1.97550 0.33337
H 1.61111 -0.85838 -1.18647
H -1.73261 1.72742 -1.43355
C -1.06081 1.95005 -0.58797
H 0.95601 1.18454 1.71642
H -1.00484 -2.52475 0.10140
H -2.10271 -1.23708 -0.40450
O -0.02206 1.02675 -0.49306
H -0.58595 -1.47871 -1.28472
N 1.88526 -1.24235 -0.28467
O -0.99424 -0.15191 1.67676
N 1.13362 -0.57522 0.70843
C 1.55490 0.60621 1.03255
C -0.44764 -0.54093 0.67522
C -1.05416 -1.51055 -0.30542
H 2.55022 0.91229 0.74159
```

Properties
* HOMO-LUMO gap: 8.7518 eV
* 2S+1: 1

d:
Density functional theory data (the ωB97M-V functional and the def2-TZVPD basis) for a cluster of 2 separate species, C4H10N2O2 in total.

Structure (XYZ):
```
18
C4H10N2O2, DFT the ωB97M-V functional and the def2-TZVPD basis
C -0.61974 0.50314 0.83980
H -0.24596 -1.94872 0.81595
C -2.16342 0.54596 0.56177
N -2.35717 0.36837 -0.81739
O 2.38110 -0.73809 0.57205
N -0.17834 -1.71780 -0.18468
C 1.58918 -0.09003 -0.03591
H -2.56809 1.45252 1.00548
C 0.11894 -0.27664 -0.20545
H -1.08003 -1.82509 -0.62473
H -0.39109 0.02939 1.80315
H -0.13791 0.05252 -1.20379
H -3.28517 0.53374 -1.20653
H 2.83598 1.29920 -0.74472
H -0.34712 1.56204 0.98765
H -1.44704 1.81952 -0.60076
H -2.72360 -0.24941 1.24652
O 1.89040 1.10393 -0.70392
```

Properties
* HOMO-LUMO gap: 8.7728 eV
* 2S+1: 1

It comes down to b, which is 189.4 kJ/mol more stable than the next structure.

a:
Density functional theory data (the ωB97M-V functional and the def2-TZVPD basis) for an isolated molecule of C4H10N2O2.

Structure (XYZ):
```
18
C4H10N2O2, DFT the ωB97M-V functional and the def2-TZVPD basis
H 2.64584 1.15613 -0.43269
H 1.93108 -1.17880 -0.30499
H 0.03010 0.63099 -1.59720
O -2.08737 0.80370 1.38662
H -1.83815 -1.92326 1.25482
C -1.15258 0.05618 0.82866
O 0.29227 1.95571 1.00912
C 0.13330 0.76139 0.59586
H 0.50520 -0.13510 1.33200
H -0.69701 -1.80736 -0.10271
H 1.57289 -1.13110 -1.89690
C 0.80260 0.43129 -0.85091
N 1.19401 -0.96344 -0.97013
C -1.53127 -1.31837 0.39400
H 1.57292 2.28413 -0.84994
H -2.88227 0.28634 1.58617
N 1.89499 1.34824 -1.09255
H -2.38655 -1.25666 -0.28924
```

Properties
* HOMO-LUMO gap (alpha / beta): 8.2454 / 8.2444 eV
* 2S+1: 1

b:
Density functional theory data (the ωB97M-V functional and the def2-TZVPD basis) for a cluster of 2 separate species, C4H10N2O2 in total.

Structure (XYZ):
```
18
C4H10N2O2, DFT the ωB97M-V functional and the def2-TZVPD basis
H -5.24240 -0.49824 -2.77431
C -3.49933 -0.12374 3.54698
H -5.60686 1.11526 -2.08649
H -6.72183 -0.25599 -1.79354
C -4.94094 -0.24212 -0.60005
N -3.75762 0.40396 -0.45671
H -5.52858 0.41014 3.70746
O -5.30753 -1.07081 0.17079
H -4.12366 0.65325 5.22254
H -2.36187 0.88067 4.99081
O -2.56224 -0.09575 2.74474
H -5.00222 -0.19567 2.12773
C -5.66183 0.02934 -1.90118
H -3.22129 0.27675 0.40509
H -3.43878 1.07089 -1.16387
N -4.81215 -0.02018 3.11748
H -2.98172 -0.63675 5.71367
C -3.18156 0.14327 4.95986
```

Properties
* HOMO-LUMO gap: 10.4622 eV
* 2S+1: 1

It comes down to b, which is 349.5 kJ/mol more stable than the next structure.

a:
Density functional theory data (the ωB97M-V functional and the def2-TZVPD basis) for a cluster of 2 separate species, C4H14N2O in total.

Structure (XYZ):
```
21
C4H14N2O, DFT the ωB97M-V functional and the def2-TZVPD basis
H -0.71338 -2.02913 1.20972
H 1.75706 3.00604 1.92829
C 0.62387 0.59434 0.33098
H 1.34008 0.02780 0.93412
H -0.24186 2.50697 0.50221
H -0.44241 0.00875 -1.05040
H -1.48594 0.30780 0.45268
C -0.59107 -0.17489 0.02634
H 2.10496 0.52112 -2.29593
N 1.41628 0.55141 -1.51740
H 1.31585 1.50410 -1.36289
C 0.48438 1.88999 1.03298
H -2.66969 -1.52313 -0.26133
H -2.12239 -3.08494 -0.07617
C -0.68421 -1.68458 0.13907
O 1.69687 2.63925 1.08395
H -1.95128 -2.37453 -1.49752
N -1.92384 -2.23561 -0.45588
H 0.03298 1.71576 2.05800
H 0.09708 -2.22852 -0.38741
H 1.95666 0.06200 -0.79342
```

Properties
* HOMO-LUMO gap: 8.6054 eV
* net charge: +2
* 2S+1: 1

b:
Density functional theory data (the ωB97M-V functional and the def2-TZVPD basis) for a cluster of 4 separate species, C4H14N2O in total.

Structure (XYZ):
```
21
C4H14N2O, DFT the ωB97M-V functional and the def2-TZVPD basis
H -0.47232 -1.36747 -4.35227
H 1.35833 1.32301 3.42523
H -1.20813 -0.06705 0.13907
H -1.37648 1.20950 4.64918
H 0.67804 -0.65813 0.26642
O -0.79992 0.16465 4.59653
H -0.45105 -2.89913 -3.82222
H -0.57657 -0.40406 5.46906
H 1.94689 0.96361 -0.11036
C -0.26712 -0.42211 -1.81314
H 1.53992 2.85245 2.33840
H 0.92802 -2.23849 -2.24452
C -0.10673 -0.01049 -0.33912
H -0.75531 0.17106 -2.51613
H -1.78405 -1.83355 -3.20088
N 0.50915 1.54319 1.49509
H -0.28710 1.85218 2.10114
N -0.74910 -1.90912 -3.40652
C 0.05459 -1.62035 -2.22673
H 0.95561 2.13707 -0.45228
C 0.86334 1.21323 0.00403
```

Properties
* HOMO-LUMO gap: 6.8986 eV
* net charge: +2
* 2S+1: 1

It comes down to a, which is 817.6 kJ/mol more stable than the next structure.

a:
Density functional theory data (the ωB97M-V functional and the def2-TZVPD basis) for a cluster of 2 separate species, C2H6N3 in total.

Structure (XYZ):
```
11
C2H6N3, DFT the ωB97M-V functional and the def2-TZVPD basis
N 0.81731 0.42499 0.54798
C -0.29793 -0.19707 0.42781
H -2.66803 -2.11162 -1.00058
H -0.57361 1.84870 -0.71203
H 2.57080 0.06530 -0.37083
H 2.55538 0.82255 1.24383
N -1.82172 -1.84408 -1.39275
H -0.78025 1.81670 0.99332
N 2.08296 0.66402 0.25690
C -0.36804 1.25506 0.15524
H -0.99936 -2.32524 -1.56902
```

Properties
* HOMO-LUMO gap (alpha / beta): 9.5461 / 5.8493 eV
* net charge: +1
* 2S+1: 3
* ⟨S²⟩: 2.011

b:
Density functional theory data (the ωB97M-V functional and the def2-TZVPD basis) for the ion C2H6N3 with charge +1.

Structure (XYZ):
```
11
C2H6N3, DFT the ωB97M-V functional and the def2-TZVPD basis
H -1.24201 -0.60130 -1.51601
H 1.20996 -1.49670 -1.29163
H -0.54347 1.19699 -1.57392
H -0.23757 1.54973 1.38736
H -0.70317 -1.17833 1.81185
C -0.42484 0.07595 -1.25433
N 0.08851 -0.79852 1.28660
N 0.39279 0.64681 1.19251
N 0.98470 -0.49050 -1.18849
H 1.42553 0.79420 1.28604
C 0.09886 -0.20117 0.06611
```

Properties
* HOMO-LUMO gap (alpha / beta): 6.9215 / 7.0589 eV
* net charge: +1
* 2S+1: 3
* ⟨S²⟩: 2.019

It comes down to a, which is 66.2 kJ/mol more stable than the next structure.